{"formula": "C41H42IrN5OSi", "method": "ωB97M-V/def2-TZVPD", "multiplicity": 1, "relative_energy_kj_mol": 238.4, "charge": 2, "e_homo_ev": -13.022, "energy_ev": -63401.160, "homo_lumo_gap_ev": 7.046, "elements": ["Ir", "C", "N", "C", "C", "C", "C", "C", "C", "N", "C", "C", "C", "C", "C", "C", "N", "C", "C", "C", "C", "C", "N", "H", "H", "H", "H", "H", "H", "H", "H", "H", "H", "H", "H", "H", "H", "H", "H", "H", "H", "C", "C", "C", "C", "Si", "O", "C", "C", "C", "C", "C", "C", "C", "C", "C", "C", "C", "C", "H", "H", "H", "H", "H", "H", "H", "H", "H", "H", "H", "H", "H", "H", "H", "H", "H", "H", "H", "N", "C", "C", "C", "C", "C", "C", "C", "H", "H", "H", "H", "H"], "positions_angstrom": [[0.164886, 1.330063, 0.018549], [-0.202578, 4.517599, -0.749556], [0.811758, 3.732945, -0.041591], [0.954315, 4.159996, 1.349836], [0.752130, 3.036162, 2.343569], [0.972485, 3.278435, 3.689186], [0.743995, 2.282202, 4.620526], [0.289842, 1.043590, 4.189035], [0.092387, 0.847447, 2.844235], [0.324480, 1.820832, 1.942059], [2.079780, 3.721716, -0.753366], [2.910645, 2.641010, -0.140539], [4.276407, 2.751071, 0.008334], [4.981189, 1.716601, 0.607566], [4.290074, 0.604070, 1.045132], [2.923626, 0.546808, 0.853539], [2.242327, 1.538409, 0.264501], [-1.565156, 4.251321, -0.174194], [-2.609677, 5.151003, -0.331874], [-3.847715, 4.827795, 0.190637], [-3.989847, 3.635891, 0.892423], [-2.893108, 2.811444, 1.011738], [-1.704391, 3.099877, 0.466106], [-0.188746, 4.220005, -1.801125], [0.007892, 5.592138, -0.712588], [0.217731, 4.933071, 1.576767], [1.934165, 4.608993, 1.527655], [1.317288, 4.256494, 3.999880], [0.917504, 2.469071, 5.672440], [0.096240, 0.238400, 4.883960], [-0.247122, -0.102451, 2.447973], [2.594386, 4.685588, -0.697320], [1.903030, 3.510112, -1.810610], [4.783677, 3.643217, -0.335611], [6.053055, 1.789306, 0.741847], [4.793228, -0.232064, 1.509281], [2.347248, -0.308894, 1.173309], [-2.451489, 6.084419, -0.858914], [-4.688703, 5.497259, 0.063848], [-4.934379, 3.356007, 1.339145], [-2.948713, 1.883838, 1.572161], [-1.302437, -1.710344, -2.642921], [0.078781, -2.350668, -2.621904], [-0.040035, -3.869021, -2.757236], [0.980896, -1.702694, -3.677380], [0.885954, -1.949705, -0.910308], [0.755878, -0.282047, -0.606354], [0.117708, -2.865471, 0.532530], [0.538298, -4.121068, 0.983767], [-0.024779, -4.714207, 2.106832], [-1.018951, -4.062951, 2.822835], [-1.439746, -2.805969, 2.414303], [-0.872677, -2.220104, 1.288661], [2.648005, -2.522932, -1.243344], [2.996240, -3.878613, -1.320117], [4.309953, -4.276686, -1.529948], [5.315600, -3.332287, -1.684703], [4.997071, -1.984916, -1.630687], [3.680596, -1.594523, -1.418185], [-1.821354, -1.951283, -3.582385], [-1.228813, -0.628533, -2.580737], [-1.920246, -2.089308, -1.822092], [-0.647000, -4.116710, -3.637386], [-0.540638, -4.318617, -1.894348], [0.928264, -4.344193, -2.901937], [0.512314, -1.764651, -4.667725], [1.950257, -2.194289, -3.744452], [1.142897, -0.639795, -3.464566], [1.324228, -4.653341, 0.469094], [0.317892, -5.690958, 2.423999], [-1.452430, -4.526665, 3.699622], [-2.209004, -2.285025, 2.975021], [-1.189934, -1.228720, 0.993966], [2.243785, -4.647623, -1.220957], [4.547582, -5.332244, -1.571016], [6.336132, -3.647213, -1.859711], [5.773474, -1.238424, -1.761308], [3.444703, -0.540186, -1.413445], [-1.682447, 0.639993, -0.560900], [-2.703793, 0.122664, -0.556257], [-3.986300, -0.516297, -0.555097], [-4.589764, -0.805281, 0.670046], [-5.795980, -1.478096, 0.681717], [-6.390425, -1.855802, -0.517341], [-5.792293, -1.549934, -1.734014], [-4.585679, -0.875631, -1.763099], [-4.110964, -0.508429, 1.595688], [-6.276002, -1.710522, 1.622736], [-7.332219, -2.388280, -0.503296], [-6.267480, -1.837186, -2.662077], [-4.109252, -0.625995, -2.701523]], "forces_ev_per_angstrom": [[2.00, -0.11, -0.21], [0.12, 0.04, -0.09], [-0.83, 0.71, -0.43], [-0.14, -0.36, 0.17], [-0.12, -0.03, 0.08], [0.00, -0.08, 0.10], [0.02, 0.04, 0.06], [0.04, 0.04, 0.13], [0.02, 0.03, -0.05], [-0.68, 0.26, 0.50], [0.01, -0.20, 0.05], [0.07, -0.34, -0.10], [0.12, -0.03, 0.04], [0.08, 0.08, 0.01], [-0.03, -0.13, 0.04], [-0.07, 0.13, 0.06], [0.18, 0.70, 0.04], [-0.17, -0.04, -0.02], [-0.06, 0.12, -0.05], [0.00, 0.02, -0.01], [-0.12, 0.01, 0.01], [0.22, 0.06, 0.00], [-0.31, 0.55, 0.24], [0.02, 0.00, 0.01], [0.06, 0.02, 0.01], [-0.02, 0.00, 0.03], [0.05, -0.01, -0.02], [0.00, -0.02, -0.02], [-0.01, 0.00, -0.02], [0.00, 0.00, -0.04], [0.07, 0.07, 0.03], [0.04, 0.02, 0.02], [-0.06, -0.07, 0.03], [-0.04, -0.01, 0.00], [-0.03, -0.01, -0.02], [-0.01, 0.02, 0.02], [0.01, -0.04, 0.01], [-0.01, -0.04, 0.01], [0.03, -0.01, 0.03], [0.03, 0.02, 0.00], [-0.02, 0.00, -0.03], [-0.19, -0.33, -0.48], [0.17, 0.67, 1.18], [-0.15, 0.05, -0.37], [-0.32, -0.19, -0.37], [-0.21, -0.63, -1.21], [0.37, -2.33, -1.11], [0.02, 0.42, 0.48], [-0.06, -0.01, -0.01], [-0.04, 0.00, -0.06], [0.04, 0.01, 0.01], [-0.01, 0.06, -0.06], [0.05, -0.17, -0.02], [0.39, 0.45, 0.71], [0.08, 0.09, 0.09], [-0.05, 0.00, -0.06], [-0.02, -0.04, 0.02], [-0.04, 0.07, -0.06], [-0.04, -0.15, -0.04], [0.04, 0.00, 0.10], [-0.01, 0.07, -0.04], [-0.03, 0.04, -0.02], [0.07, 0.04, 0.04], [0.06, 0.01, -0.02], [0.00, -0.02, 0.04], [0.02, 0.00, 0.06], [0.01, 0.03, 0.02], [0.02, -0.05, -0.01], [-0.02, 0.01, 0.04], [0.00, 0.03, 0.00], [0.00, 0.00, -0.03], [0.02, -0.02, -0.03], [-0.11, -0.02, -0.05], [0.03, -0.02, -0.02], [-0.01, 0.02, -0.03], [-0.01, 0.00, 0.04], [-0.06, -0.04, -0.03], [0.00, 0.14, -0.02], [-0.17, 0.43, 1.04], [-0.52, -0.04, -0.30], [0.21, 0.04, -0.05], [0.09, 0.01, 0.07], [-0.08, -0.01, -0.01], [0.01, 0.03, 0.01], [-0.03, 0.01, -0.01], [0.03, 0.05, -0.03], [-0.01, -0.05, -0.02], [0.02, 0.00, -0.02], [0.01, 0.01, 0.00], [0.00, 0.00, 0.02], [0.01, -0.05, 0.00]], "lowdin_charge": [1.44, -0.12, -0.25, -0.09, -0.21, 0.02, 0.00, -0.01, -0.07, -0.09, -0.12, -0.23, 0.02, 0.00, -0.02, -0.11, -0.04, -0.27, 0.01, -0.02, -0.03, -0.13, 0.02, 0.14, 0.15, 0.15, 0.15, 0.14, 0.13, 0.13, 0.09, 0.15, 0.14, 0.13, 0.13, 0.13, 0.12, 0.13, 0.13, 0.12, 0.11, -0.12, -0.59, -0.07, -0.08, 0.62, -0.48, -0.20, -0.07, -0.05, -0.07, -0.09, -0.13, -0.22, -0.10, -0.06, -0.07, -0.08, -0.12, 0.10, 0.05, 0.08, 0.10, 0.08, 0.07, 0.10, 0.08, 0.08, 0.08, 0.12, 0.11, 0.10, 0.04, 0.08, 0.11, 0.11, 0.11, 0.08, 0.05, -0.10, -0.21, -0.02, -0.04, -0.03, -0.04, -0.01, 0.11, 0.12, 0.12, 0.12, 0.12]}